Molecular formula: C6H10N
Method: DFT, wB97M-V/def2-TZVPD

```
17
Properties=species:S:1:pos:R:3:forces:R:3
H 0.478312 0.017540 2.413434 -0.063 0.089 -1.652
H 0.962781 1.441711 1.444584 0.893 0.325 0.039
N 0.171414 -0.455441 -0.874463 0.113 0.677 1.411
H 0.851619 -2.487840 -0.663839 -0.202 -0.109 0.093
C 1.132672 -1.572260 -1.172419 0.216 -0.300 1.002
H -2.007147 1.250711 1.669872 1.284 0.316 0.826
H 2.128195 -1.337658 -0.936603 1.431 0.405 0.381
H -1.161413 -0.154395 -2.574767 0.240 0.485 -0.770
H 0.979330 -2.052061 -3.483528 -0.284 0.486 0.678
C -0.191691 -0.522491 -2.286310 -0.600 -0.831 0.624
H -0.903398 2.588841 2.202378 0.118 0.319 -0.433
H -1.079104 0.951863 -0.260290 1.121 -0.310 0.377
C 0.159473 0.758173 1.629500 0.176 -1.471 -2.248
C -1.011815 1.517088 2.158556 -1.901 -0.625 1.352
C 0.708252 -1.479065 -2.583634 -0.966 0.507 -0.854
H -1.018833 1.193493 3.219341 -0.786 0.417 -0.484
C -0.198644 0.341790 0.098188 -0.788 -0.380 -0.344
```
Positions in Å, forces in eV/Å.

Results
HOMO-LUMO gap (eV): 10.03
DFT total energy (eV): -7864.4068
Net charge: +1
Energy relative to the best compared isomer or geometry (same formula, charge and spin) (eV): 1.941

---

Molecular formula: C3H5NO
Method: DFT, wB97M-V/def2-TZVPD

```
10
Properties=species:S:1:pos:R:3:forces:R:3
C -1.059013 -0.312397 -0.400588 -0.933 3.378 2.748
N 0.375015 -0.344544 -0.692988 -1.864 -0.248 1.897
H -1.516598 -1.196486 -0.837344 -0.342 -0.045 -0.235
H 0.291716 -0.199807 1.546912 -0.903 0.058 0.214
O -1.690019 0.482096 0.361857 2.431 -2.800 -3.297
H 1.145549 1.973689 -0.258129 0.474 -4.598 1.482
H 2.157255 0.337762 -0.822048 0.508 0.812 1.108
C 0.890704 -0.503834 0.721876 -0.333 3.586 -0.778
C 1.388316 0.634883 -0.090353 -1.269 2.609 -3.465
H 1.497074 -1.272034 0.941056 2.230 -2.752 0.327
```
Positions in Å, forces in eV/Å.

Results
HOMO-LUMO gap (eV): 10.94
DFT total energy (eV): -6725.8406
Energy relative to the best compared isomer or geometry (same formula, charge and spin) (eV): 3.732

---

Molecular formula: C16H16N2O5
Method: DFT, wB97M-V/def2-TZVPD

```
39
Properties=species:S:1:pos:R:3:forces:R:3
C -5.180911 0.611578 1.719409 -0.101 0.145 -0.006
H 0.171389 -0.308169 -0.755674 0.117 -0.306 0.178
C -3.371524 0.257717 0.441007 -0.313 -0.414 0.462
H 3.133681 -1.818981 0.909020 -0.015 -0.074 0.025
H -3.162941 3.398269 -0.322699 -0.009 -0.058 -0.011
O -1.521651 0.192637 -1.046390 -0.197 -0.183 0.135
O -1.949900 -1.533235 0.356370 -0.136 0.230 0.161
C -1.096486 -2.686248 -1.658841 -0.129 0.163 0.194
C -2.200869 -0.331250 -0.172693 0.224 0.107 -0.274
C 4.488790 1.169834 -0.002468 -0.184 -0.540 0.186
C 4.378438 -0.110745 0.541325 -0.130 0.696 -0.358
H 6.801736 1.000092 1.856647 -0.165 -0.082 -0.204
C 2.123032 -0.221966 -0.145119 0.421 0.194 0.049
C -3.380498 2.447387 -0.812467 0.222 0.491 -0.483
C 2.235337 1.056022 -0.686992 -0.111 -0.188 0.050
H -2.109491 -3.014763 -1.883330 -0.051 -0.056 -0.037
H -4.124172 2.617997 -1.593799 0.043 -0.020 0.039
C 3.423893 1.774756 -0.624126 0.399 -0.070 0.160
H -0.883537 -1.789908 -2.235236 0.015 -0.058 -0.039
N 0.884307 -0.855634 -0.269115 -0.261 0.289 -0.246
C -4.963803 1.710102 0.915097 -0.236 -0.032 0.213
C 0.499971 -2.061539 0.198005 -0.600 0.120 -0.020
H 3.508490 2.762592 -1.044051 -0.001 0.137 -0.063
C 6.446735 0.618849 0.885285 1.196 0.099 0.346
C -0.957896 -2.432333 -0.158994 0.329 -0.479 -0.335
N -3.878335 1.499323 0.148166 0.052 -0.168 0.083
O 1.191190 -2.851178 0.804541 0.189 -0.257 0.123
C 3.212886 -0.833147 0.487238 0.284 -0.086 0.138
H -1.171596 -3.357654 0.388542 0.186 0.278 -0.114
H -5.971571 0.495164 2.433063 -0.156 0.019 0.120
O 5.761226 1.643401 0.198274 -0.322 0.228 -0.208
C -4.178813 -0.308406 1.423716 0.346 0.066 -0.331
H -0.398815 -3.467333 -1.948561 0.049 -0.102 -0.001
H 7.313004 0.290408 0.288125 -0.258 0.047 0.082
H -4.033546 -1.275955 1.858995 0.060 -0.179 0.060
H -5.518704 2.625966 0.845857 -0.046 0.180 -0.065
H 1.376397 1.499358 -1.167904 -0.115 0.041 -0.056
O 5.577037 -0.471784 1.095234 -0.448 -0.283 -0.016
H -2.472486 2.058778 -1.265446 -0.150 0.104 0.061
```
Positions in Å, forces in eV/Å.

Results
HOMO-LUMO gap (eV): 8.26
DFT total energy (eV): -30069.3456
Energy relative to the best compared isomer or geometry (same formula, charge and spin) (eV): 1.304